1.
Here is a single C3H11N3O molecule from the Open Molecules 2025 dataset. Energies are from the ωB97M-V functional and the def2-TZVPD basis.

Each line ends with the Löwdin charge.
Cartesian coordinates (Å):
1 C -1.6909 0.0625 -0.2492  -0.330
2 C 1.2503 -0.6423 -0.8281  -0.213
3 C 0.6751 0.7647 -0.2580  -0.418
4 N -0.5507 0.6000 0.4772  -0.046
5 N -2.4804 -0.7339 0.6646  0.007
6 N 1.6994 1.3676 0.5648  0.043
7 O 1.7927 -1.4163 0.2165  -0.075
8 H 2.4846 -0.8884 0.6261  0.071
9 H -0.3878 0.0044 1.2847  0.102
10 H -2.3006 0.9024 -0.6052  0.114
11 H -3.4148 -0.8754 0.3142  0.062
12 H -2.0560 -1.6495 0.7970  0.074
13 H 1.6787 0.9501 1.4979  0.078
14 H 1.5356 2.3624 0.6580  0.077
15 H 2.0269 -0.3930 -1.5633  0.109
16 H 0.5282 -1.2799 -1.3405  0.096
17 H 0.4842 1.3948 -1.1307  0.140
18 H -1.2744 -0.5301 -1.1259  0.108

Properties
**SMILES**: NCN[C@@H](N)CO
**Energy above the lowest of the compared OMol25 structures with the same formula, charge and spin**: 1.448 eV
**LUMO energy**: 0.038 Ha

***

2.
Here is a molecular structure, C7H25CaN8O6 from the Open Molecules 2025 dataset. Energies are from the ωB97M-V functional and the def2-TZVPD basis.

Each line ends with the Löwdin charge.
Cartesian coordinates (Å):
1 Ca -0.2591 -0.4487 1.1742  1.539
2 C 3.3050 -5.3891 1.1445  -0.112
3 C 2.8067 -4.7073 2.4610  -0.475
4 O 2.6365 -3.3233 2.3952  -0.307
5 H 2.8061 -4.9133 0.3002  0.051
6 H 3.1552 -6.4657 1.0633  0.055
7 H 4.3832 -5.2381 1.0914  0.056
8 H 3.5143 -5.0312 3.2241  0.091
9 H 1.9352 -5.2608 2.8107  0.082
10 C -3.5953 -4.1280 1.7869  -0.165
11 O -2.9691 -2.9768 2.3290  -0.153
12 H -2.9120 -4.5176 1.0323  0.081
13 H -3.9018 -4.9591 2.4220  0.086
14 H -4.4939 -3.8922 1.2167  0.075
15 H -3.4855 -2.7601 3.1087  0.075
16 C 1.3480 3.0233 4.6979  -0.789
17 O 0.5975 2.2379 4.1448  -0.021
18 N 2.3787 2.6138 5.3527  0.167
19 N 1.1731 4.3271 4.7974  0.169
20 H 3.0575 3.1608 5.8628  0.122
21 H 2.6982 1.6810 5.1341  0.127
22 H 1.9196 4.8487 5.2341  0.113
23 H 0.5539 4.7598 4.1270  0.120
24 C 0.2788 -2.2741 -3.9392  -0.838
25 O 0.1107 -2.2836 -2.7579  0.014
26 N -0.6828 -2.1472 -4.7857  0.173
27 N 1.4670 -2.4162 -4.4554  0.172
28 H -0.4285 -2.5253 -5.6871  0.114
29 H -1.6347 -2.2334 -4.4594  0.126
30 H 1.6421 -2.3295 -5.4463  0.115
31 H 2.2450 -2.5424 -3.8239  0.126
32 C -4.3259 2.5637 -1.3908  -0.741
33 O -3.4872 1.8375 -0.7854  -0.059
34 N -4.5868 3.8039 -1.0575  0.166
35 N -4.9395 2.1797 -2.4821  0.164
36 H -4.1152 4.2368 -0.2762  0.121
37 H -5.4167 4.2334 -1.4405  0.114
38 H -4.9631 1.1705 -2.4506  0.122
39 H -5.5503 2.7690 -3.0296  0.120
40 C 1.9875 3.7481 -2.0724  -0.810
41 O 1.5652 2.7768 -1.4838  0.014
42 N 1.4523 4.8963 -2.0562  0.165
43 N 3.1471 3.8567 -2.7118  0.151
44 H 0.5693 4.9518 -1.5691  0.132
45 H 1.7744 5.4074 -2.8657  0.122
46 H 3.7037 3.0139 -2.7085  0.116
47 H 3.5355 4.6653 -3.1760  0.115

Properties
**Charge**: +1
**LUMO energy**: -0.182 Ha

***

3.
Here is a single C4H6N8 molecule from the Open Molecules 2025 dataset. Energies are from the ωB97M-V functional and the def2-TZVPD basis.

Each line ends with the Löwdin charge.
Cartesian coordinates (Å):
1 C 0.4864 1.2121 0.4467  -0.076
2 C -0.7475 1.1809 -0.4373  -0.167
3 C -1.3970 -1.1146 0.1938  -0.225
4 C 2.2164 -0.6266 0.7495  -0.153
5 H 1.0166 2.0062 0.6127  0.058
6 H 0.1301 0.9844 1.6634  0.215
7 H -0.4073 1.3814 -1.5245  0.169
8 H -1.2107 1.9945 -0.1672  0.070
9 H -0.3647 -1.3138 0.4819  0.124
10 H 2.1694 -0.6771 1.8506  0.128
11 N -1.5505 0.0713 -0.2994  -0.114
12 N -2.4367 -1.8502 0.1278  0.027
13 N -3.4060 -1.0517 -0.3774  -0.014
14 N -2.9118 0.2005 -0.6692  0.100
15 N 1.3780 0.1789 -0.0377  -0.172
16 N 2.8894 -1.4266 -0.0405  0.044
17 N 2.5175 -1.0143 -1.3598  0.017
18 N 1.6285 -0.1354 -1.2136  -0.029

Properties
**SMILES**: c1nnnn1CCn1cnnn1
**Energy above the lowest of the compared OMol25 structures with the same formula, charge and spin**: 5.252 eV
**LUMO energy**: 0.005 Ha

***

4.
Here is 6 unconnected molecules or ions with the total composition C23H36BrO18S from the Open Molecules 2025 dataset. Energies are from the ωB97M-V functional and the def2-TZVPD basis.

Each line ends with the Löwdin charge.
Cartesian coordinates (Å):
1 C 7.3255 3.5951 2.0581  -0.133
2 C 6.9154 2.0769 1.7852  -0.343
3 C 5.4912 1.6518 2.3505  -0.716
4 Br 5.0359 -0.0763 1.4188  0.581
5 S 4.1467 2.9229 2.0061  0.511
6 O 2.7615 2.3634 2.3402  -0.468
7 O 4.3162 4.1391 2.9107  -0.434
8 O 4.1976 3.3507 0.4418  -0.475
9 H 7.2106 4.1677 1.0820  0.081
10 H 8.4486 3.6142 2.3014  0.065
11 H 6.8083 4.0795 2.9370  0.065
12 H 6.9766 1.8278 0.6811  0.089
13 H 7.6909 1.4015 2.2942  0.101
14 H 5.5167 1.4679 3.4791  0.095
15 C -0.3769 0.3732 1.0173  -0.011
16 C -0.8537 -0.5235 2.1373  -0.328
17 C -0.5256 -0.0152 3.5100  -0.091
18 O -0.4945 -1.2239 4.2729  0.052
19 C -0.1321 -2.2128 3.4099  -0.540
20 O 0.1800 -3.3205 3.7461  0.130
21 O -0.1672 -1.7801 2.1242  0.098
22 H -0.2830 -0.1867 0.0860  0.083
23 H -1.0682 1.2014 0.8624  0.083
24 H 0.6105 0.7916 1.2367  0.087
25 H -1.9240 -0.7304 2.0235  0.142
26 H -1.2762 0.6738 3.8995  0.140
27 H 0.4607 0.4543 3.5760  0.144
28 C -5.7198 -2.1188 0.8736  -0.018
29 C -5.2316 -0.7654 0.4020  -0.338
30 C -5.7057 -0.3836 -0.9712  -0.103
31 O -4.6880 0.5197 -1.3960  0.066
32 C -3.5479 0.1459 -0.7514  -0.525
33 O -2.4563 0.5588 -1.0125  0.148
34 O -3.8139 -0.7627 0.2276  0.078
35 H -5.0704 -2.5125 1.6587  0.089
36 H -6.7393 -2.0510 1.2587  0.087
37 H -5.7125 -2.8496 0.0607  0.089
38 H -5.4762 0.0022 1.1451  0.160
39 H -6.6819 0.1032 -0.9641  0.142
40 H -5.7287 -1.2228 -1.6735  0.131
41 C -1.0289 -0.7903 -4.0481  -0.020
42 C -2.1789 -1.4678 -4.7565  -0.322
43 C -2.6708 -0.7354 -5.9692  -0.104
44 O -4.0263 -1.1771 -6.0522  0.063
45 C -4.4116 -1.4698 -4.7790  -0.542
46 O -5.5428 -1.6836 -4.4470  0.139
47 O -3.3472 -1.4840 -3.9355  0.085
48 H -0.9660 -1.1209 -3.0084  0.091
49 H -0.0851 -1.0073 -4.5449  0.080
50 H -1.1580 0.2934 -4.0268  0.084
51 H -1.9203 -2.5076 -4.9861  0.162
52 H -2.1188 -0.9917 -6.8739  0.143
53 H -2.6758 0.3524 -5.8480  0.137
54 C 1.1976 -4.5573 6.5135  -0.022
55 C 1.5574 -3.9142 7.8355  -0.338
56 C 2.3324 -2.6354 7.7067  -0.100
57 O 3.0386 -2.5903 8.9466  0.061
58 C 3.2144 -3.8830 9.3366  -0.550
59 O 3.9319 -4.2272 10.2295  0.146
60 O 2.4702 -4.7301 8.5756  0.081
61 H 0.9971 -5.6236 6.6435  0.088
62 H 0.3179 -4.0828 6.0774  0.073
63 H 2.0163 -4.4752 5.7946  0.090
64 H 0.6574 -3.7848 8.4475  0.158
65 H 1.6926 -1.7602 7.5892  0.144
66 H 3.0684 -2.6523 6.8974  0.144
67 C -0.3001 4.2550 -8.8361  -0.021
68 C -0.7722 3.3567 -7.7124  -0.342
69 C -0.4416 3.8632 -6.3381  -0.099
70 O -0.4053 2.6577 -5.5786  0.072
71 C -0.0425 1.6701 -6.4411  -0.533
72 O 0.2730 0.5670 -6.1068  0.143
73 O -0.0833 2.1050 -7.7305  0.087
74 H -0.2091 3.6933 -9.7684  0.088
75 H -0.9948 5.0834 -8.9886  0.089
76 H 0.6862 4.6750 -8.6222  0.088
77 H -1.8424 3.1482 -7.8225  0.159
78 H -1.1927 4.5496 -5.9455  0.144
79 H 0.5436 4.3347 -6.2730  0.144

Properties
**Charge**: -1
**Energy above the lowest of the compared OMol25 structures with the same formula, charge and spin**: 1.337 eV
**LUMO energy**: 0.064 Ha

***

5.
Here is a molecular structure, C9H19O10Tl from the Open Molecules 2025 dataset. Energies are from the ωB97M-V functional and the def2-TZVPD basis.

Each line ends with the Löwdin charge.
Cartesian coordinates (Å):
1 Tl 3.5657 1.2104 -1.1578  1.238
2 O 2.4741 -0.8799 0.3214  -0.007
3 H 1.5192 -0.7017 0.4259  -0.038
4 C -2.9088 -1.6617 5.5646  0.002
5 O -2.4453 -1.7446 4.2207  0.010
6 C -1.3981 -1.0030 3.6524  -0.481
7 O -0.6242 -0.3178 4.2471  0.202
8 O -1.4039 -1.2333 2.3155  0.079
9 C -0.4168 -0.6988 1.4628  -0.015
10 H -3.2722 -0.6450 5.7144  0.116
11 H -2.0112 -1.8989 6.1356  0.108
12 H -3.6417 -2.3839 5.9243  0.112
13 H -0.7276 0.1768 0.8928  0.113
14 H -0.3087 -1.4307 0.6623  0.093
15 H 0.5193 -0.4356 1.9552  0.112
16 C 3.3176 -1.7218 -5.3474  0.033
17 O 2.2223 -2.4002 -4.6048  0.064
18 C 1.7776 -1.8426 -3.4827  -0.469
19 O 2.4540 -0.9826 -2.8419  0.006
20 O 0.5855 -2.3490 -3.1089  0.073
21 C 0.0373 -2.0109 -1.8513  -0.024
22 H 3.3876 -0.6340 -5.3529  0.105
23 H 3.2088 -2.0693 -6.3748  0.107
24 H 4.2558 -2.2151 -5.0934  0.106
25 H -0.9265 -2.4972 -1.7002  0.128
26 H 0.0081 -0.9400 -1.6504  0.088
27 H 0.8067 -2.4247 -1.1995  0.104
28 C -0.7795 3.0124 2.0474  -0.026
29 O 0.1956 2.4033 1.2422  -0.007
30 C 0.0714 2.5254 -0.1033  -0.486
31 O 0.8377 1.8990 -0.8304  -0.058
32 O -0.9140 3.4511 -0.4894  -0.015
33 C -1.5161 3.2550 -1.7960  -0.011
34 H -0.9865 4.0224 1.6937  0.110
35 H -0.2889 3.1086 3.0161  0.118
36 H -1.7250 2.4724 2.0977  0.113
37 H -2.2003 2.4351 -2.0145  0.100
38 H -0.7355 2.9713 -2.5019  0.086
39 H -2.0133 4.1791 -2.0910  0.112

Properties
**Charge**: +2
**Energy above the lowest of the compared OMol25 structures with the same formula, charge and spin**: 2.517 eV
**LUMO energy**: -0.508 Ha

***

6.
Here is a gas-phase ion, C6H11N (charge +1) from the Open Molecules 2025 dataset. Energies are from the ωB97M-V functional and the def2-TZVPD basis.

Each line ends with the Löwdin charge.
Cartesian coordinates (Å):
1 C 1.3051 -1.6265 0.7776  -0.008
2 C 0.5090 -0.4070 0.4145  -0.176
3 C 0.7903 0.2512 -0.7910  -0.051
4 N 1.2843 -0.3335 -1.8522  0.222
5 C -0.6937 -0.1296 1.2071  -0.139
6 C -1.7351 0.5842 0.3507  -0.175
7 C -1.8138 1.8796 0.0962  0.025
8 H 2.3739 -1.4142 0.6692  0.107
9 H 1.1376 -2.4634 0.0879  0.106
10 H 1.0349 -1.9518 1.7702  0.094
11 H 0.7416 1.3309 -0.9211  0.157
12 H 1.5341 0.1988 -2.6723  0.149
13 H 1.4127 -1.3368 -1.8752  0.140
14 H -1.0893 -0.9503 1.7921  0.132
15 H -0.4255 0.6488 1.9478  0.154
16 H -2.2387 -0.0855 -0.3387  0.110
17 H -2.4135 2.1344 -0.7693  0.076
18 H -1.3216 2.6292 0.6922  0.076

Properties
**Charge**: +1
**Energy above the lowest of the compared OMol25 structures with the same formula, charge and spin**: 0.664 eV
**LUMO energy (spin up / spin down)**: -0.141 / -0.227 Ha
**2S+1**: 2

***

Here are the calculated max |F| numbers, same order: 2.05, 5.63, 7.68, 6.93, 3.58, 3.03 (eV Å⁻¹).